Record 1
A single C2HN5 molecule at a distorted geometry. Source: OMol25; level of theory: ωB97M-V/def2-TZVPD.

Structure (SMILES) = N#Cc1nnn[nH]1
ΔE to the lowest compared entry with this formula, charge and spin = 0.051 eV
LUMO = 0.00 eV
Strongest force on any atom = 3.5 eV/A
HOMO-LUMO gap = 11.58 eV
E_HOMO = -0.425 Eh

CARTESIAN COORDINATES (ANGSTROEM)
C1 -0.275 -0.051 -0.067
N1 -2.826 0.041 0.054
C2 -1.678 -0.082 -0.005
N2 0.425 -1.124 -0.056
N3 0.540 1.038 -0.041
N4 1.739 -0.700 0.075
N5 1.733 0.572 0.024
H1 0.447 2.011 0.044

=====

Record 2
A molecular structure, C29H55As3IN4O6SSbYb at a distorted geometry. Source: OMol25; level of theory: ωB97M-V/def2-TZVPD.

ΔE to the lowest compared entry with this formula, charge and spin = 0.000 eV
LUMO (spin up / spin down) = -4.29 / -4.29 eV
Spin multiplicity = 2
Strongest force on any atom = 4.0 eV/A
HOMO-LUMO gap (spin up / spin down) = 5.72 / 5.71 eV
E_HOMO (spin up / spin down) = -0.368 / -0.368 Eh
Total charge = +1

CARTESIAN COORDINATES (ANGSTROEM)
C1 1.989 -2.915 3.179
H1 4.104 -4.252 -2.664
C2 -4.093 0.755 0.331
H2 -4.721 -1.035 3.117
C3 1.666 4.820 -1.177
H3 -4.061 -0.229 -0.132
O1 3.708 -0.234 -4.111
H4 -1.703 -0.586 -1.277
C4 4.158 -2.888 -4.365
H5 0.110 -5.805 1.446
O2 -0.948 -1.961 0.719
H6 1.085 -0.578 -3.682
H7 4.267 1.659 -2.265
H8 -6.141 3.766 4.154
C5 -6.215 0.261 1.643
C6 0.294 -3.701 1.774
H9 -2.103 3.370 -2.052
H10 5.231 -1.325 -6.451
C7 1.016 -1.575 -3.171
H11 5.001 -3.491 -4.726
Yb1 0.751 -0.720 0.997
H12 -2.962 4.835 2.176
C8 1.784 -5.281 2.811
C9 1.117 2.823 -3.659
C10 3.436 -3.585 -3.248
H13 -6.785 1.077 1.132
C11 -4.641 2.018 2.469
H14 0.008 2.736 -3.720
H15 -5.173 1.887 3.425
H16 -3.585 -1.210 1.830
H17 3.299 -4.353 4.155
C12 -3.995 -0.483 2.502
As1 -2.303 1.616 -0.107
H18 6.657 -1.671 -5.398
H19 -2.164 -2.862 3.385
H20 2.396 -2.039 3.674
C13 -0.888 -3.246 0.917
C14 2.407 -4.213 3.472
H21 -1.257 0.806 -2.354
C15 -2.770 3.282 -1.191
H22 -2.881 0.112 6.359
C16 -3.956 4.946 2.620
H23 2.590 5.195 -0.735
H24 -2.734 4.149 -0.516
O3 5.764 -1.217 -3.013
C17 -6.649 3.912 3.196
H25 -3.932 4.818 3.668
H26 4.427 2.714 -0.846
H27 7.043 0.656 -4.958
C18 -4.680 0.667 1.751
H28 5.548 1.159 -5.799
H29 0.004 -1.677 -2.704
H30 -4.438 -0.024 5.522
H31 -4.281 5.989 2.461
Sb1 1.798 2.674 -1.574
H32 1.438 3.778 -4.088
C19 6.335 0.434 -5.766
H33 2.520 -4.130 -3.509
O4 5.191 -2.979 0.692
H34 0.756 5.030 -0.614
H35 1.487 5.278 -2.159
C20 1.339 0.898 2.961
H36 1.526 1.958 -4.159
H37 -6.638 0.030 2.638
C21 -2.399 -2.215 4.297
H38 4.263 3.428 -2.543
H39 -1.570 -2.337 5.005
H40 6.902 0.528 -6.687
O5 4.964 -4.449 -0.974
C22 3.729 -2.488 -0.924
H41 -4.813 1.290 -0.336
S1 4.818 -1.179 -4.106
N1 1.087 -2.704 2.251
I1 3.113 1.885 3.138
C23 5.803 -0.982 -5.581
C24 -3.421 0.401 5.460
N2 3.000 -2.659 -2.146
H42 -7.438 3.204 3.069
C25 3.133 -1.408 -0.273
H43 1.116 0.458 3.939
H44 3.497 -0.895 0.609
C26 -2.017 0.390 -1.677
N3 2.022 -1.005 -1.010
As2 -5.315 3.720 1.733
H45 3.435 -2.769 -5.227
H46 -7.071 4.914 3.146
N4 4.670 -3.359 -0.389
As3 -2.456 -0.245 3.800
C27 3.969 2.605 -1.851
H47 0.504 1.668 2.815
H48 2.161 -6.319 2.953
H49 -2.887 0.249 -2.308
H50 1.117 -2.398 -3.902
H51 -3.299 -2.560 4.808
H52 -3.797 3.214 -1.520
H53 -3.560 1.491 5.421
O6 -1.642 -4.059 0.386
C28 2.003 -1.719 -2.131
H54 -6.287 -0.665 1.024
H55 -3.582 2.167 2.773
C29 0.698 -5.039 1.975

=====

Record 3
A molecular structure, C20H18F6GaN5S2Sb. Source: OMol25; level of theory: ωB97M-V/def2-TZVPD.

ΔE to the lowest compared entry with this formula, charge and spin = 0.484 eV
LUMO (spin up / spin down) = -7.72 / -8.28 eV
Spin multiplicity = 2
Strongest force on any atom = 0.4 eV/A
HOMO-LUMO gap (spin up / spin down) = 6.26 / 6.36 eV
E_HOMO (spin up / spin down) = -0.514 / -0.538 Eh
Total charge = +2

CARTESIAN COORDINATES (ANGSTROEM)
C1 0.397 -2.965 -4.647
C2 -1.917 -4.049 1.395
C3 -1.905 4.555 0.637
H1 -0.100 5.204 3.450
H2 2.344 3.685 0.454
H3 1.318 -4.154 2.394
H4 5.597 0.996 1.216
C4 0.348 -2.584 1.344
C5 -1.277 3.408 0.221
H5 0.830 -2.945 -5.644
H6 -1.997 6.094 2.136
H7 4.745 3.272 0.798
C6 3.668 0.082 1.119
F1 -5.258 0.014 -1.215
H8 -0.203 -0.872 -4.745
C7 -1.482 5.205 1.800
S1 0.028 0.149 -2.196
H9 1.057 3.163 2.712
C8 -0.405 4.708 2.539
H10 -2.728 4.957 0.062
C9 -0.778 -4.573 1.975
C10 0.393 -3.819 1.947
N1 -0.748 -2.070 0.756
N2 1.522 -1.786 1.394
F2 -2.638 -0.775 -1.048
H11 -0.575 -3.462 -4.688
C11 0.254 3.578 2.120
Sb1 -3.828 0.468 -0.139
H12 1.158 -4.684 -3.536
F3 -4.212 -0.864 1.110
C12 0.340 -1.402 -2.871
C13 -0.178 2.900 0.948
H13 -1.579 2.915 -0.691
C14 2.313 0.327 0.928
N3 0.429 1.745 0.536
H14 -2.739 -2.384 0.313
C15 -1.867 -2.800 0.787
H15 -0.793 -5.543 2.452
C16 1.795 1.621 0.722
H16 -2.852 -4.588 1.401
F4 -3.110 1.716 -1.337
C17 4.537 1.154 1.079
N4 0.190 -1.597 -4.156
S2 0.950 -2.785 -2.046
H17 2.376 -3.425 -3.852
C18 4.050 2.445 0.848
H18 4.014 -0.927 1.288
F5 -1.993 0.543 0.916
F6 -4.369 1.836 0.983
C19 1.327 -3.615 -3.632
N5 1.315 -0.642 0.964
Ga1 -0.463 -0.122 0.031
C20 2.702 2.688 0.669

=====

Record 4
2 unconnected molecules or ions with the total composition C3H7NO at a distorted geometry. Source: OMol25; level of theory: ωB97M-V/def2-TZVPD.

Structure (SMILES) = CCC#N.O
ΔE to the lowest compared entry with this formula, charge and spin = 1.316 eV
LUMO = 0.45 eV
Strongest force on any atom = 3.1 eV/A
HOMO-LUMO gap = 12.08 eV
E_HOMO = -0.427 Eh

CARTESIAN COORDINATES (ANGSTROEM)
C1 0.063 0.440 0.940
O1 -2.096 -0.714 -2.105
N1 0.227 2.470 -0.710
H1 0.051 0.783 1.992
H2 0.862 -1.164 -0.093
H3 -0.917 -0.029 0.728
H4 2.213 -0.079 0.359
H5 1.476 -1.153 1.589
H6 -2.156 -1.006 -1.167
C2 0.145 1.561 0.023
H7 -1.134 -0.585 -2.264
C3 1.266 -0.524 0.708

=====

Record 5
A molecular structure, CHCuNO4S at a distorted geometry. Source: OMol25; level of theory: ωB97M-V/def2-TZVPD.

ΔE to the lowest compared entry with this formula, charge and spin = 0.267 eV
LUMO = 2.78 eV
Strongest force on any atom = 2.2 eV/A
HOMO-LUMO gap = 7.86 eV
E_HOMO = -0.187 Eh
Total charge = -1

CARTESIAN COORDINATES (ANGSTROEM)
O1 1.098 -1.682 0.000
O2 -0.963 -1.169 1.223
C1 0.113 0.990 0.000
O3 -0.963 -1.169 -1.223
O4 1.348 1.346 0.000
N1 -0.916 1.729 0.000
S1 -0.229 -0.893 0.000
H1 -1.769 1.182 0.000
Cu1 2.280 -0.335 0.000